Entry 1:
The following is a DFT calculation (ωB97M-V with the def2-TZVPD basis set) of a cluster of 7 separate species, C33H73ClIN10O7 in total.

Its LUMO energy is -2.55 eV. As for the total charge: +1.

Positions of all 125 atoms, in Å:
C: 6.012 0.729 3.119
C: 5.247 0.579 1.805
C: 4.531 1.875 1.387
C: 4.439 2.113 -0.129
C: 3.128 1.647 -0.767
C: 3.109 0.154 -1.085
C: 1.720 -0.351 -1.477
C: 0.899 -0.810 -0.264
C: -0.619 -0.613 -0.433
C: -1.207 0.359 0.594
N: -2.302 1.221 0.057
C: -3.472 1.282 0.755
N: -4.155 0.164 0.875
C: -5.298 -0.147 1.740
C: -6.614 -0.212 0.979
C: -6.616 -1.269 -0.120
N: -3.829 2.454 1.355
C: -5.187 3.042 1.138
Cl: -5.050 4.695 0.482
C: -6.059 3.071 2.396
C: -5.308 3.285 3.714
C: -2.638 3.306 1.458
O: -2.085 3.593 0.205
C: -1.946 2.474 -0.642
I: -3.431 2.634 -2.247
N: -0.655 2.380 -1.200
C: -0.223 3.366 -2.221
C: -0.193 2.798 -3.638
H: 6.203 -0.245 3.572
H: 5.449 1.334 3.835
H: 6.980 1.202 2.949
H: 5.947 0.289 1.018
H: 4.523 -0.235 1.900
H: 5.047 2.721 1.850
H: 3.517 1.876 1.808
H: 5.264 1.578 -0.613
H: 4.593 3.172 -0.348
H: 2.301 1.868 -0.072
H: 2.929 2.212 -1.685
H: 3.467 -0.393 -0.205
H: 3.816 -0.066 -1.887
H: 1.844 -1.173 -2.183
H: 1.175 0.450 -1.990
H: 1.123 -1.858 -0.056
H: 1.236 -0.256 0.623
H: -1.149 -1.568 -0.356
H: -0.823 -0.212 -1.425
H: -1.638 -0.174 1.443
H: -0.432 1.011 1.008
H: -3.824 -0.586 0.280
H: -5.094 -1.131 2.167
H: -5.295 0.570 2.559
H: -7.392 -0.446 1.710
H: -6.851 0.763 0.546
H: -7.642 -1.448 -0.443
H: -6.210 -2.216 0.248
H: -6.037 -0.955 -0.992
H: -5.644 2.452 0.347
H: -6.785 3.872 2.260
H: -6.645 2.152 2.422
H: -5.159 2.358 4.269
H: -4.326 3.735 3.563
H: -5.869 3.954 4.366
H: -1.918 2.767 2.079
H: -2.894 4.243 1.939
H: 0.002 2.440 -0.425
H: -0.833 4.272 -2.160
H: 0.785 3.657 -1.931
H: 0.649 3.216 -4.192
H: -1.093 3.025 -4.207
H: -0.073 1.714 -3.607
O: -9.329 6.411 1.892
C: -8.774 6.789 2.903
N: -7.416 6.726 3.031
C: -9.531 7.341 4.087
H: -6.933 7.012 3.861
H: -6.901 6.381 2.239
H: -10.238 6.587 4.428
H: -10.103 8.206 3.756
H: -8.887 7.633 4.915
O: 3.490 -2.312 -3.242
C: 4.425 -3.002 -2.860
N: 5.706 -2.741 -3.184
C: 4.220 -4.201 -1.961
H: 6.461 -3.310 -2.830
H: 5.903 -1.950 -3.772
H: 3.577 -4.914 -2.477
H: 3.707 -3.873 -1.058
H: 5.155 -4.688 -1.688
O: 9.066 -0.864 1.761
C: 9.713 -1.137 2.754
N: 11.034 -1.452 2.691
C: 9.102 -1.142 4.138
H: 11.571 -1.673 3.508
H: 11.484 -1.446 1.792
H: 8.274 -1.849 4.150
H: 8.702 -0.150 4.337
H: 9.811 -1.407 4.920
O: 7.854 -4.170 -1.693
C: 9.023 -4.509 -1.599
N: 9.942 -3.711 -1.008
C: 9.514 -5.834 -2.124
H: 10.904 -3.979 -0.921
H: 9.637 -2.828 -0.630
H: 9.299 -5.885 -3.190
H: 8.953 -6.628 -1.636
H: 10.579 -5.994 -1.964
O: 4.208 -8.517 -4.214
C: 3.171 -7.910 -4.376
N: 2.401 -7.510 -3.324
C: 2.655 -7.544 -5.749
H: 1.545 -7.003 -3.444
H: 2.716 -7.739 -2.397
H: 2.527 -8.460 -6.324
H: 3.409 -6.940 -6.250
H: 1.713 -6.998 -5.728
O: -9.959 -1.597 -0.327
C: -10.746 -0.801 -0.809
N: -12.028 -1.138 -1.083
C: -10.347 0.620 -1.136
H: -12.681 -0.488 -1.480
H: -12.330 -2.076 -0.880
H: -9.518 0.593 -1.842
H: -10.000 1.101 -0.222
H: -11.155 1.212 -1.561

Entry 2:
The following is a DFT calculation (ωB97M-V with the def2-TZVPD basis set) of a structure of composition C38H33CuN6O4PS2.

As for the energy relative to the best compared isomer or geometry (same formula, charge and spin): 30.6 kJ/mol. Its LUMO energy (alpha / beta) is -0.09 / -1.30 eV. The multiplicity is 2.

Positions of all 85 atoms, in Å:
Cu: -0.275 -0.397 -1.335
O: 3.143 -1.116 -2.978
C: 2.563 -0.091 -2.644
O: 1.308 0.159 -2.802
C: 3.270 1.039 -1.947
C: 4.654 1.086 -1.882
C: 5.273 2.149 -1.244
C: 4.503 3.151 -0.666
C: 3.118 3.093 -0.715
C: 2.490 2.032 -1.359
P: 0.674 1.879 -1.477
C: 0.173 2.688 -3.031
C: 1.113 2.968 -4.019
C: 0.727 3.543 -5.218
C: -0.609 3.833 -5.458
C: -1.556 3.546 -4.487
C: -1.165 2.978 -3.283
C: 0.134 3.046 -0.165
C: 0.489 2.693 1.141
C: 0.093 3.464 2.221
C: -0.669 4.606 2.019
C: -1.003 4.986 0.728
C: -0.598 4.217 -0.356
H: 5.219 0.283 -2.335
H: 6.352 2.199 -1.190
H: 4.983 3.980 -0.164
H: 2.535 3.874 -0.246
H: 2.156 2.734 -3.852
H: 1.475 3.760 -5.969
H: -0.909 4.276 -6.398
H: -2.602 3.764 -4.662
H: -1.918 2.773 -2.532
H: 1.082 1.806 1.328
H: 0.376 3.160 3.220
H: -0.993 5.202 2.862
H: -1.574 5.889 0.556
H: -0.841 4.560 -1.351
C: -1.419 -5.868 4.659
C: -0.839 -4.661 3.978
C: 0.166 -3.912 4.576
C: 0.719 -2.809 3.938
C: 0.266 -2.454 2.678
C: -0.756 -3.176 2.073
C: -1.298 -4.270 2.721
S: 1.020 -1.102 1.812
O: 1.539 -0.208 2.821
O: 2.008 -1.686 0.915
N: -0.105 -0.483 0.903
C: -1.219 0.099 1.495
C: -1.466 0.244 2.840
C: -2.643 0.855 3.320
C: -3.601 1.326 2.474
C: -3.402 1.181 1.079
C: -4.370 1.597 0.139
C: -4.165 1.396 -1.194
C: -2.960 0.797 -1.594
N: -2.027 0.434 -0.748
C: -2.224 0.583 0.595
H: -1.185 -5.875 5.722
H: -1.021 -6.788 4.227
H: -2.503 -5.900 4.550
H: 0.519 -4.190 5.561
H: 1.494 -2.224 4.410
H: -1.152 -2.848 1.121
H: -2.102 -4.824 2.252
H: -0.734 -0.083 3.564
H: -2.772 0.944 4.390
H: -4.505 1.793 2.837
H: -5.281 2.058 0.499
H: -4.893 1.685 -1.937
H: -2.751 0.626 -2.644
C: 2.384 -4.809 -0.416
C: 0.965 -4.659 -0.804
N: 0.035 -5.559 -0.707
N: -1.100 -4.918 -1.132
C: -0.897 -3.639 -1.473
S: -1.987 -2.450 -1.934
N: 0.443 -3.486 -1.292
N: 1.080 -2.270 -1.487
H: 2.537 -5.818 -0.043
H: 2.637 -4.089 0.364
H: 3.042 -4.631 -1.267
H: -1.985 -5.395 -1.152
H: 1.652 -2.277 -2.336
H: 1.661 -2.066 -0.660

Entry 3:
The following is a DFT calculation (ωB97M-V with the def2-TZVPD basis set) of an isolated molecule of C4H8N2O.

As for the energy relative to the best compared isomer or geometry (same formula, charge and spin): 478.6 kJ/mol. Its LUMO energy is 0.84 eV. The SMILES is O=C1CCCNN1.

Positions of all 15 atoms, in Å:
O: -0.478 -2.091 -1.580
C: -0.371 -1.025 -0.962
C: -0.587 -1.034 0.493
C: 0.359 -0.003 1.306
C: 0.539 1.185 0.362
N: -0.378 1.155 -0.694
N: 0.226 0.018 -1.559
H: -0.760 -2.292 0.595
H: -1.599 -0.666 0.842
H: 1.160 -0.457 1.188
H: 0.076 0.058 2.350
H: 1.542 1.126 0.095
H: 0.572 2.003 1.144
H: -0.178 2.119 -1.128
H: -0.123 -0.097 -2.454

Entry 4:
The following is a DFT calculation (ωB97M-V with the def2-TZVPD basis set) of a structure of composition C5H37NO13.

As for the energy relative to the best compared isomer or geometry (same formula, charge and spin): 564.8 kJ/mol. Its LUMO energy is 0.03 eV.

Positions of all 56 atoms, in Å:
C: 3.184 -0.699 -1.504
C: 1.763 -1.239 -2.035
O: 1.190 -0.216 -2.865
C: 3.072 0.440 -0.444
N: 2.494 0.011 0.824
C: 1.409 0.905 1.273
C: 3.461 -0.297 1.838
H: 3.848 -0.294 -2.276
H: 3.752 -1.580 -1.245
H: 1.229 -1.316 -1.119
H: 1.849 -2.027 -2.766
H: 1.190 0.625 -2.335
H: 4.117 0.758 -0.451
H: 2.427 1.277 -0.822
H: 1.227 0.860 2.393
H: 1.583 1.953 1.008
H: 0.561 0.480 0.726
H: 4.220 0.441 2.008
H: 3.052 -0.594 2.850
H: 3.983 -1.268 1.476
H: -0.809 -1.806 3.438
H: 0.602 -1.874 3.331
O: -0.055 -1.770 4.063
H: -2.360 1.052 -3.569
H: -3.675 1.592 -3.856
O: -2.989 1.773 -3.231
H: 1.422 -1.913 1.046
H: 0.196 -2.567 0.791
O: 0.720 -2.320 1.601
H: -2.286 -2.610 -1.860
H: -2.366 -3.261 -3.166
O: -2.019 -2.407 -2.814
H: -1.303 0.830 2.921
H: -1.138 2.106 3.556
O: -1.777 1.690 2.926
H: -2.993 1.822 1.719
H: -4.255 0.923 1.246
O: -3.531 1.519 0.967
H: -0.201 4.584 -0.430
H: 1.293 4.312 -0.681
O: 0.580 4.101 -0.063
H: -2.086 -3.113 0.479
H: -2.852 -1.902 -0.090
O: -2.583 -2.868 -0.292
H: -1.877 -0.445 5.284
H: -0.594 -1.151 4.760
O: -1.034 -0.199 4.897
H: -2.571 -0.100 -1.302
H: -2.806 0.479 0.216
O: -2.461 -0.290 -0.360
H: -0.316 2.397 -1.482
H: -0.631 2.115 -2.910
O: 0.138 2.190 -2.314
H: -0.260 -0.230 -3.668
H: -1.544 -0.888 -3.712
O: -1.189 0.007 -3.973